The following is a DFT calculation (ωB97M-V/def2-TZVPD) of a cluster of 2 separate species, C23H28N3O2 in total at a distorted geometry.

- E_HOMO: -10.36 eV

The geometry in ORCA input format:
```
! RIJCOSX wB97M-V def2-TZVPD def2/J DEFGRID3
* xyz 1 1
C 3.92 -4.91 -4.55
O 2.55 -4.66 -4.17
C 2.23 -3.58 -3.41
C 0.87 -3.46 -3.03
C 0.47 -2.45 -2.18
C 1.40 -1.51 -1.64
C 0.97 -0.59 -0.65
C 1.80 0.00 0.33
C 1.34 1.12 1.09
C 2.23 1.83 1.87
C 3.59 1.40 1.97
O 4.38 2.18 2.74
C 3.52 3.26 3.28
C 2.10 3.05 2.73
C 4.03 0.22 1.34
C 3.13 -0.49 0.60
C 2.73 -1.58 -2.15
C 3.16 -2.60 -2.98
H 3.86 -5.80 -5.18
H 4.34 -4.07 -5.13
H 4.55 -5.12 -3.68
H 0.16 -4.20 -3.40
H -0.57 -2.39 -1.87
H -0.08 -0.31 -0.62
H 0.29 1.42 1.02
H 3.57 3.20 4.38
H 3.96 4.21 2.95
H 1.78 3.92 2.15
H 1.40 2.88 3.55
H 5.06 -0.09 1.46
H 3.43 -1.44 0.16
H 3.46 -0.83 -1.84
H 4.21 -2.67 -3.29
C -3.42 -1.45 1.26
C -2.49 -1.16 0.10
N -1.92 0.16 0.17
C -2.77 1.11 0.48
N -4.04 0.90 0.95
C -4.51 -0.42 1.34
C -4.91 1.99 1.33
C -4.60 3.24 0.54
C -3.13 3.58 0.61
N -2.36 2.40 0.34
H -3.86 -2.44 1.12
H -2.85 -1.45 2.19
H -1.63 -1.84 0.05
H -3.08 -1.27 -0.83
H -5.33 -0.71 0.67
H -4.93 -0.36 2.35
H -5.95 1.67 1.17
H -4.78 2.20 2.40
H -4.89 3.09 -0.50
H -5.18 4.07 0.94
H -2.87 4.33 -0.14
H -2.88 3.97 1.61
H -1.42 2.49 -0.04
*
```


The following is a DFT calculation (ωB97M-V/def2-TZVPD) of a structure of composition C23H28N3O4Y at a distorted geometry.

- E_HOMO (alpha / beta): -12.48 / -12.48 eV

The geometry in ORCA input format:
```
! RIJCOSX wB97M-V def2-TZVPD def2/J DEFGRID3
* xyz 2 1
Y 0.29 0.43 -0.22
C -1.17 -0.18 2.53
C -0.95 1.26 2.86
O -0.11 1.77 1.85
C 0.20 3.13 2.45
C 1.17 3.71 1.47
O 1.75 2.69 0.67
C 2.98 2.25 1.26
C 3.08 0.78 1.57
O 1.97 -0.06 1.28
C 1.85 -1.07 2.48
C 0.61 -1.79 2.19
O -0.34 -0.81 1.51
H -2.25 -0.34 2.26
H -0.96 -0.75 3.45
H -0.45 1.48 3.87
H -1.90 1.88 2.83
H 0.44 3.11 3.56
H -0.84 3.71 2.44
H 1.98 4.25 2.00
H 0.75 4.45 0.78
H 3.17 2.88 2.15
H 3.82 2.52 0.56
H 3.26 0.67 2.67
H 3.98 0.38 1.06
H 1.86 -0.41 3.38
H 2.74 -1.72 2.45
H 0.03 -2.14 3.07
H 0.70 -2.61 1.43
C -4.47 2.41 -0.40
C -5.20 1.38 -1.07
C -4.47 0.38 -1.70
C -3.09 0.28 -1.45
N -2.42 1.23 -0.82
C -3.07 2.26 -0.26
C -2.23 -0.78 -1.90
C -2.78 -1.66 -2.82
C -2.07 -2.65 -3.47
C -0.71 -2.67 -3.27
C -0.22 -1.88 -2.24
N -0.89 -0.84 -1.51
C 1.17 -2.21 -2.22
C 1.65 -3.51 -2.61
C 3.05 -3.73 -2.75
C 3.84 -2.62 -2.28
C 3.26 -1.43 -1.72
N 1.92 -1.15 -1.82
H -4.92 3.23 0.17
H -6.29 1.31 -1.10
H -4.99 -0.27 -2.42
H -2.45 2.97 0.30
H -3.84 -1.58 -3.05
H -2.58 -3.35 -4.16
H -0.08 -3.15 -4.04
H 0.95 -4.36 -2.66
H 3.49 -4.66 -3.12
H 4.91 -2.69 -2.20
H 3.95 -0.79 -1.17
H 0.93 1.08 -2.11
*
```


The following is a DFT calculation (ωB97M-V/def2-TZVPD) of the molecule C23H28N4O3S at a distorted geometry.

- E_HOMO: -8.41 eV
- Structure (SMILES): Cc1ccc(CNC(=O)CN(c2ccc(C)cc2)S(=O)(=O)c2c(C)nn(C)c2C)cc1

The geometry in ORCA input format:
```
! RIJCOSX wB97M-V def2-TZVPD def2/J DEFGRID3
* xyz 0 1
C 3.46 -0.67 -6.63
C 2.81 -1.22 -5.39
C 3.40 -1.09 -4.15
C 2.80 -1.61 -3.01
C 1.59 -2.28 -3.11
C 0.90 -2.79 -1.87
N 0.06 -1.76 -1.30
C -1.28 -1.78 -1.38
O -1.92 -2.70 -1.84
C -1.95 -0.52 -0.82
N -1.26 0.02 0.33
C -1.12 -0.75 1.48
C -2.02 -1.77 1.78
C -1.91 -2.49 2.96
C -0.90 -2.22 3.88
C -0.80 -3.01 5.15
C 0.01 -1.22 3.57
C -0.09 -0.50 2.39
S -0.20 1.29 0.00
O -0.69 1.93 -1.18
O 1.16 0.82 -0.04
C -0.44 2.37 1.36
C -1.69 2.86 1.80
C -3.02 2.53 1.23
N -1.52 3.69 2.81
N -0.20 3.75 3.04
C 0.31 4.59 4.08
C 0.50 2.98 2.19
C 1.98 2.87 2.22
C 0.98 -2.40 -4.35
C 1.58 -1.88 -5.48
H 2.74 -0.13 -7.23
H 3.86 -1.49 -7.23
H 4.28 -0.01 -6.37
H 4.35 -0.58 -4.06
H 3.27 -1.50 -2.05
H 0.24 -3.63 -2.11
H 1.63 -3.11 -1.12
H 0.54 -0.92 -0.97
H -2.99 -0.73 -0.59
H -1.92 0.26 -1.59
H -2.81 -2.02 1.09
H -2.62 -3.27 3.16
H -1.75 -2.99 5.68
H -0.56 -4.05 4.92
H -0.02 -2.61 5.79
H 0.81 -1.00 4.25
H 0.66 0.24 2.16
H -3.76 3.23 1.59
H -3.31 1.52 1.54
H -2.97 2.56 0.15
H -0.54 5.07 4.56
H 0.85 3.99 4.82
H 0.98 5.35 3.68
H 2.30 2.19 1.43
H 2.31 2.49 3.18
H 2.44 3.84 2.06
H 0.02 -2.90 -4.43
H 1.10 -1.98 -6.44
*
```


The following is a DFT calculation (ωB97M-V/def2-TZVPD) of the molecule C23H28N4O5.

- E_HOMO: -7.96 eV
- Structure (SMILES): CCOC(=O)[C@H]1CCCN(c2nc3ccccc3nc2[C@@H](C#N)C(=O)O[C@H](C)COC)C1

The geometry in ORCA input format:
```
! RIJCOSX wB97M-V def2-TZVPD def2/J DEFGRID3
* xyz 0 1
C -5.68 -0.01 2.40
C -5.56 1.21 1.50
O -4.30 1.23 0.82
C -4.17 0.44 -0.25
O -5.07 -0.22 -0.72
C -2.77 0.48 -0.83
C -2.83 0.91 -2.30
C -1.41 0.92 -2.87
C -0.51 1.82 -2.03
N -0.51 1.34 -0.66
C 0.65 1.25 0.02
N 1.71 1.81 -0.53
C 2.86 1.91 0.15
C 4.00 2.51 -0.43
C 5.12 2.70 0.33
C 5.16 2.30 1.68
C 4.09 1.68 2.26
C 2.93 1.45 1.50
N 1.93 0.68 1.96
C 0.84 0.53 1.27
C 0.05 -0.69 1.74
C -1.30 -0.59 2.19
N -2.35 -0.59 2.65
C 0.22 -1.69 0.59
O -0.38 -1.65 -0.45
O 1.15 -2.58 0.91
C 1.70 -3.37 -0.15
C 1.99 -4.76 0.39
C 2.99 -2.65 -0.60
O 2.79 -1.31 -0.94
C 2.21 -1.08 -2.21
C -1.82 1.40 -0.07
H -6.58 0.07 3.01
H -5.73 -0.91 1.80
H -4.81 -0.08 3.05
H -5.57 2.13 2.08
H -6.36 1.22 0.76
H -2.38 -0.55 -0.79
H -3.47 0.23 -2.86
H -3.26 1.91 -2.36
H -1.42 1.27 -3.90
H -1.01 -0.09 -2.85
H 0.52 1.80 -2.40
H -0.87 2.86 -2.06
H 3.94 2.83 -1.45
H 5.98 3.18 -0.10
H 6.06 2.48 2.25
H 4.10 1.35 3.29
H 0.63 -1.08 2.59
H 0.98 -3.41 -0.97
H 2.67 -4.70 1.23
H 2.44 -5.37 -0.39
H 1.07 -5.23 0.72
H 3.69 -2.63 0.24
H 3.44 -3.21 -1.44
H 2.29 -0.01 -2.38
H 2.77 -1.62 -2.99
H 1.16 -1.38 -2.24
H -1.78 1.14 0.99
H -2.20 2.43 -0.14
*
```


Calculated total energy (eV)
-32863.9405; -37990.8930; -47244.0850; -40503.5608
Energy above the lowest of the compared OMol25 structures with the same formula, charge and spin (kJ/mol)
122.6; 0.0; 87.1; 267.5